(1)
Molecular formula: C26H52BN5OP2SV
Method: DFT, wB97M-V/def2-TZVPD

E = -3420.28822 Eh
charge = +2
2S+1 = 2
E_LUMO (alpha / beta) = -5.85 / -5.58 eV
molecular weight = 606.51 g mol⁻¹
highest occupied orbital energy (alpha / beta) = -13.03 / -13.04 eV
Kohn-Sham gap (alpha / beta) = 7.183 / 7.462 eV

```
89
C26H52BN5OP2SV (wB97M-V/def2-TZVPD)
V 0.41604 -0.08701 -0.40689
C 3.98755 1.95984 1.35572
C 3.03316 1.19750 2.28149
C 1.83843 2.10629 2.61322
C 3.72516 0.84707 3.60643
P 2.36000 -0.28710 1.37789
C 1.56910 -1.25632 2.73648
N 0.52217 -2.01846 2.10936
B 0.00691 -1.78739 0.79613
N -1.05837 -2.72155 0.63421
C -1.90536 -2.84188 -0.52505
P -1.42197 -1.47308 -1.67400
C -0.74521 -2.41080 -3.13958
C 0.55452 -3.07061 -2.64310
C -1.68036 -3.51655 -3.66526
C -0.43386 -1.43588 -4.28039
C -2.99900 -0.57142 -2.08253
C -3.97390 -1.40586 -2.91669
C -2.64858 0.72702 -2.82580
C -3.66242 -0.21508 -0.74408
C -1.13759 -3.53011 1.77875
C -1.97087 -4.59780 2.07007
C -1.79993 -5.22775 3.29547
C -0.82902 -4.79753 4.20159
C -0.00150 -3.71956 3.91365
C -0.16879 -3.09311 2.68930
C 3.71513 -1.45947 0.79945
C 4.34493 -0.94650 -0.50030
C 3.07911 -2.82606 0.50560
C 4.81983 -1.63876 1.84331
H 4.22746 2.92567 1.80687
H 3.54214 2.15572 0.37578
H 4.92646 1.42617 1.21172
H 2.21547 3.02230 3.07324
H 1.17033 1.64336 3.34940
H 1.27934 2.39098 1.72144
H 3.97428 1.78471 4.11045
H 4.65096 0.29679 3.47700
H 3.07856 0.28285 4.28017
H 1.17490 -0.58098 3.50022
H 2.30150 -1.90064 3.22870
H -2.96018 -2.76864 -0.26081
H -1.75758 -3.80788 -1.00644
H 0.36185 -3.84427 -1.89461
H 1.25373 -2.35639 -2.21308
H 1.04443 -3.55194 -3.49253
H -2.23983 -4.04060 -2.89266
H -1.06881 -4.26351 -4.17604
H -2.39434 -3.13585 -4.38974
H 0.11505 -0.55727 -3.94852
H -1.34269 -1.09636 -4.77667
H 0.17222 -1.94882 -5.03130
H -3.62313 -1.54581 -3.93618
H -4.92831 -0.87514 -2.97157
H -4.17037 -2.38602 -2.47735
H -2.39161 0.54428 -3.86841
H -1.81651 1.26310 -2.36554
H -3.51897 1.38768 -2.81694
H -4.11092 -1.07970 -0.25620
H -4.46402 0.50325 -0.92964
H -2.95788 0.24684 -0.05344
H -2.72692 -4.93479 1.37135
H -2.42826 -6.06981 3.55134
H -0.71620 -5.31593 5.14430
H 0.74415 -3.38640 4.62511
H 3.60733 -0.87235 -1.29082
H 5.09712 -1.66910 -0.82632
H 4.84094 0.01681 -0.38691
H 2.24786 -2.76148 -0.19739
H 2.72622 -3.33217 1.40605
H 3.84766 -3.45668 0.05231
H 5.43594 -0.74692 1.94716
H 5.47476 -2.44390 1.50030
H 4.44368 -1.92531 2.82636
N -0.97252 0.78949 1.34273
N -1.67311 1.97597 1.06166
C -1.16138 2.82899 0.16328
N -1.75880 4.00261 0.02119
S 0.20783 2.41150 -0.75303
H -1.64602 0.08183 1.62790
H -0.33095 0.95365 2.11739
H -2.34408 2.29661 1.74768
H -2.54857 4.29012 0.57797
H -1.41448 4.64436 -0.67521
C 2.19731 0.41556 -2.87052
O 1.43034 -0.04760 -1.71896
H 2.46404 -0.45065 -3.46688
H 3.08763 0.91881 -2.51183
H 1.58556 1.10361 -3.44382
```

(2)
Molecular formula: C26H77O13Pd
Method: DFT, wB97M-V/def2-TZVPD

E = -2142.11957 Eh
charge = +1
2S+1 = 3
E_LUMO (alpha / beta) = -6.69 / -8.09 eV
molecular weight = 704.31 g mol⁻¹
highest occupied orbital energy (alpha / beta) = -11.17 / -11.17 eV
Kohn-Sham gap (alpha / beta) = 4.476 / 3.077 eV

```
117
C26H77O13Pd (wB97M-V/def2-TZVPD)
Pd 2.15024 4.80092 -2.68644
C -0.60919 -0.95704 0.11146
C -0.04063 -0.02815 -0.86230
O 0.00292 1.30551 -0.52185
H 0.04571 -1.14515 0.96224
H -0.69035 -1.90067 -0.42805
H -1.59460 -0.74399 0.52580
H -0.61897 -0.14671 -1.77858
H 0.96653 -0.29295 -1.18418
C 8.32306 3.58172 0.80375
C 7.32426 4.72018 0.52180
O 6.06117 4.18066 0.20465
H 8.00697 2.82395 1.52066
H 9.21753 4.05632 1.20720
H 8.62760 2.95749 -0.03629
H 7.75368 5.33646 -0.26808
H 7.15994 5.28341 1.44042
H 5.70079 3.90114 1.04940
C -2.02933 -4.68956 5.19873
C -0.64317 -5.28096 5.31297
O -0.73906 -6.68907 5.34800
H -2.58026 -4.97471 6.09498
H -2.54382 -5.06281 4.31325
H -2.04997 -3.60044 5.16004
H -0.13768 -4.90766 6.20360
H -0.01988 -5.01655 4.45874
H -1.36163 -6.88902 6.05087
C 1.49675 -4.14602 -8.23964
C 1.52764 -2.92195 -7.34859
O 1.75812 -1.72331 -8.06924
H 1.26965 -5.06915 -7.70639
H 2.45396 -4.28603 -8.74187
H 0.90645 -4.04286 -9.15014
H 2.16206 -3.07805 -6.47609
H 0.51450 -2.76612 -6.97795
H 1.17324 -1.70733 -8.83034
C 2.56719 -7.97609 0.30135
C 3.19652 -8.59133 1.57700
O 2.30294 -9.47346 2.14731
H 3.17148 -7.21106 -0.18615
H 1.64704 -7.48447 0.61714
H 2.30649 -8.74140 -0.42971
H 3.48358 -7.78982 2.25765
H 4.13584 -9.07478 1.30856
H 1.65473 -8.92953 2.60069
C 2.19407 8.58414 2.76948
C 1.12641 8.03193 1.82962
O 1.60677 8.09996 0.50576
H 1.83415 8.80758 3.77379
H 2.51325 9.55146 2.38153
H 3.10062 7.98332 2.84215
H 0.20189 8.59254 1.96777
H 0.88993 7.00294 2.10048
H 1.44461 9.00835 0.24091
C 6.67295 0.54714 -4.82390
C 6.25034 2.04300 -5.13298
O 4.83219 2.06959 -5.10005
H 6.26697 0.36298 -3.82923
H 7.74979 0.42529 -4.70702
H 6.22227 -0.19467 -5.48322
H 6.57380 2.32342 -6.13539
H 6.67779 2.77711 -4.45001
H 4.59545 1.50649 -5.84063
C 5.80894 -2.53666 1.66560
C 6.38110 -2.62322 3.10255
O 6.61821 -4.00416 3.41186
H 5.60056 -1.51603 1.34466
H 4.86832 -3.08637 1.63135
H 6.47315 -2.95649 0.91017
H 5.62029 -2.22918 3.77634
H 7.27908 -2.00821 3.16175
H 7.39382 -4.20859 2.88437
C 3.05260 2.06502 6.71673
C 2.08305 1.93399 5.55015
O 2.58754 2.55963 4.41300
H 3.97954 1.53065 6.50856
H 2.65843 1.66820 7.65228
H 3.21546 3.13246 6.86560
H 1.03896 2.21918 5.67924
H 2.00252 0.89033 5.24620
H 1.94137 2.32239 3.74383
C -5.23567 -4.08840 -3.23020
C -6.18564 -3.85270 -2.10148
O -6.87471 -5.04940 -1.92477
H -4.77405 -5.03826 -2.96042
H -4.46059 -3.32655 -3.31350
H -5.75292 -4.07727 -4.18959
H -6.89529 -3.03150 -2.20220
H -5.54979 -3.61827 -1.24776
H -7.67301 -4.84767 -1.43119
C -6.33377 6.46896 0.73695
C -4.99223 6.03814 0.20852
O -4.46469 5.01505 1.05386
H -7.04653 5.64468 0.76229
H -6.73134 7.27882 0.12526
H -6.23008 6.80296 1.76932
H -4.32528 6.89627 0.12546
H -4.98723 5.73372 -0.83809
H -3.74646 4.61569 0.55762
C -8.61819 -0.02513 2.87650
C -8.90197 -1.27011 3.67601
O -10.29331 -1.31974 3.83517
H -7.54602 0.15999 2.94204
H -9.06135 0.81562 3.41023
H -8.88610 -0.11054 1.82340
H -8.49718 -1.23228 4.68735
H -8.58087 -2.18717 3.18204
H -10.75352 -0.58324 4.24429
C -7.60785 2.26529 -5.05511
C -6.10251 2.29529 -5.19246
O -5.67868 3.35791 -5.98445
H -7.86356 1.33679 -4.54462
H -8.07215 2.27590 -6.04123
H -7.93832 3.14700 -4.50604
H -5.73700 1.43450 -5.75241
H -5.61477 2.22750 -4.22004
H -4.75344 3.56262 -5.83074
```

(3)
Molecular formula: C29H22FGeIrOS4
Method: DFT, wB97M-V/def2-TZVPD

E = -5067.42960 Eh
charge = -2
E_LUMO = 4.39 eV
molecular weight = 798.59 g mol⁻¹
highest occupied orbital energy = -0.68 eV
Kohn-Sham gap = 5.069 eV

```
59
C29H22FGeIrOS4 (wB97M-V/def2-TZVPD)
Ir -1.00442 -0.93129 -0.13350
O -6.56969 2.00068 -3.20748
C -5.59639 1.52158 -2.66252
S -5.65217 0.62582 -1.14157
C -3.93516 0.29872 -1.00451
C -3.14852 0.76348 -1.99448
S -1.42315 0.52554 -1.96707
S -3.95205 1.62041 -3.29713
S -3.27051 -0.59575 0.33721
C 0.47491 -1.31444 1.01586
Ge 1.51848 -2.83563 1.45318
C 2.30092 -2.76643 3.29149
C 1.48863 -2.21084 4.28252
C 1.86630 -2.21383 5.61882
C 3.07856 -2.77587 5.99892
C 3.90856 -3.31922 5.02807
C 3.51912 -3.31123 3.69329
C 0.44431 -4.49042 1.58120
C 0.99897 -5.76905 1.53197
C 0.20745 -6.90461 1.64463
C -1.16546 -6.77826 1.81730
C -1.73170 -5.51251 1.88053
C -0.93292 -4.38164 1.76489
C 3.02061 -3.12440 0.18172
C 3.10281 -2.22310 -0.88097
C 4.11946 -2.30725 -1.82125
C 5.08616 -3.29856 -1.71889
C 5.02157 -4.20852 -0.67253
C 3.99762 -4.11745 0.26418
H 0.92261 -0.37393 1.38344
H 0.54088 -1.76497 3.99468
H 1.21221 -1.77722 6.36555
H 3.37477 -2.78754 7.04187
H 4.86318 -3.75125 5.30930
H 4.19492 -3.72514 2.95266
H 2.06701 -5.89506 1.38999
H 0.66109 -7.88822 1.58713
H -1.78952 -7.66164 1.89390
H -2.80328 -5.40025 1.99947
H -1.38011 -3.39101 1.77070
H 2.32316 -1.47160 -0.97988
H 4.14095 -1.60998 -2.65088
H 5.87756 -3.36850 -2.45646
H 5.76621 -4.99284 -0.58609
H 3.96464 -4.85426 1.06038
F 2.70504 -4.07454 -5.06968
C 1.73921 -3.71499 -4.16499
C 0.92238 -2.64219 -4.45451
C -0.05540 -2.27929 -3.53994
C -0.22020 -2.96353 -2.33043
C -1.29056 -2.59240 -1.35158
C 0.63328 -4.04458 -2.09290
C 1.61315 -4.43069 -2.99763
H 1.05840 -2.09940 -5.38224
H -0.68975 -1.42456 -3.74047
H -2.19781 -2.35479 -1.91448
H -1.49591 -3.47548 -0.74072
H 0.52561 -4.60169 -1.17176
H 2.28377 -5.25490 -2.78860
```

(4)
Molecular formula: CH4NO2P
Method: DFT, wB97M-V/def2-TZVPD

E = -587.07272 Eh
E_LUMO = -0.05 eV
molecular weight = 93.02 g mol⁻¹
highest occupied orbital energy = -9.00 eV
Kohn-Sham gap = 8.950 eV

```
9
CH4NO2P (wB97M-V/def2-TZVPD)
C -1.98529 -0.69596 -0.13959
N 1.59589 1.16270 0.05031
O 1.34190 -1.16220 0.79476
O -1.04445 -0.00537 -0.45275
P 1.26029 -0.36645 -0.44984
H -2.64584 -0.30199 0.56655
H -2.37238 -1.59972 -0.69764
H 2.04980 1.03321 0.88883
H 1.80009 1.93580 -0.56063
```

(5)
Molecular formula: C31H37O7P
Method: DFT, wB97M-V/def2-TZVPD

E = -2071.45464 Eh
E_LUMO = -2.54 eV
molecular weight = 552.60 g mol⁻¹
highest occupied orbital energy = -5.76 eV
Kohn-Sham gap = 3.230 eV

```
76
C31H37O7P (wB97M-V/def2-TZVPD)
C -4.09016 -1.26293 3.04421
C -3.08038 -1.61942 1.97625
O -1.89014 -2.11821 2.63207
P -0.48697 -2.25566 1.87098
C -0.40435 -3.85777 1.22812
C -0.70065 -4.28478 -0.08076
O -0.69624 -5.44439 -0.49067
O -0.96447 -3.19779 -0.91012
C -0.33900 -3.35349 -2.18785
C 1.14636 -3.09473 -2.15081
O -0.11985 -1.15310 0.95383
O 0.42508 -2.36310 3.19244
C 1.86654 -2.35499 3.07857
C 2.42457 -2.48170 4.48002
H -5.00335 -0.90710 2.55945
H -4.33238 -2.12778 3.67136
H -3.70384 -0.45804 3.68167
H -3.47871 -2.38249 1.29306
H -2.80834 -0.72479 1.39544
H -0.23750 -4.64740 1.93805
H -0.49828 -4.38539 -2.52612
H -0.87730 -2.67666 -2.85471
H 1.51189 -2.88488 -3.15822
H 1.39518 -2.25282 -1.49855
H 1.64305 -4.00304 -1.79143
H 2.20290 -3.20246 2.46328
H 2.18479 -1.41370 2.60470
H 3.50527 -2.33814 4.46279
H 1.97413 -1.73848 5.14333
H 2.21284 -3.48140 4.87083
C -8.39051 2.54525 1.06561
O -7.68104 2.44682 -0.19598
C -6.32182 2.43393 -0.16262
C -5.66116 2.05204 -1.35241
C -4.31452 1.77312 -1.32142
C -3.54392 1.97673 -0.15213
C -2.11685 1.67885 -0.13653
C -1.59260 0.73044 -1.04851
C -0.26240 0.54398 -1.35231
C 0.24880 0.13094 -2.62894
C 1.63471 0.27071 -2.91205
C 2.15694 -0.10887 -4.14007
C 1.31883 -0.66598 -5.11958
C -0.05475 -0.77835 -4.87379
C -0.59291 -0.36703 -3.65474
C -1.25094 2.44953 0.75222
C -1.51134 3.82706 0.97621
C -0.70329 4.59836 1.77765
C 0.45651 4.02481 2.35608
O 1.21855 4.85095 3.12124
C 2.40100 4.31391 3.76303
C 0.75820 2.66180 2.12037
C -0.13034 1.89117 1.39183
C -4.20750 2.48861 0.99069
C -5.56797 2.73352 0.99772
H -9.43896 2.47555 0.77025
H -8.12270 1.71723 1.74364
H -8.18719 3.50994 1.55659
H -6.25084 1.94318 -2.25792
H -3.82772 1.42300 -2.22704
H -2.32080 0.12382 -1.58430
H 0.49293 0.82196 -0.63562
H 2.27497 0.70400 -2.13944
H 3.22409 0.01310 -4.33820
H 1.73222 -0.98198 -6.08087
H -0.71276 -1.20034 -5.63773
H -1.66459 -0.44408 -3.46433
H -2.37004 4.29793 0.49992
H -0.92174 5.64705 1.97126
H 2.78192 5.16120 4.33587
H 2.14886 3.47711 4.43340
H 3.13970 3.98840 3.01413
H 1.66936 2.21400 2.52668
H 0.04337 0.82084 1.32719
H -3.64906 2.69606 1.90467
H -6.05341 3.12822 1.89437
```

Which of these has the highest molecular weight? C29H22FGeIrOS4

Number 1 is which compound? C26H52BN5OP2SV

E of number 4 (CH4NO2P)? -587.07272 Eh

Among the records above, which one has the highest molecular weight? C29H22FGeIrOS4